A | The following is a DFT calculation (the ωB97M-V functional and the def2-TZVPD basis) of one molecule with the formula C2H3NOS.

Kohn-Sham gap (alpha / beta) in eV: 7.4779 / 7.4762
Highest occupied orbital energy (alpha / beta) in Eh: -0.3006 / -0.3006
LUMO level (alpha / beta) in Ha: -0.0258 / -0.0258

Each line ends with the Löwdin charge.
Atoms and positions in Å:
1 C -0.31545 -0.31634 1.37655  -0.6108
2 C 0.24215 0.48098 -0.75029  -0.0469
3 N 0.12859 -0.52602 0.18502  -0.4380
4 O 0.54970 -1.68340 -0.16333  -0.0839
5 S -1.41076 -0.16131 2.43856  0.8125
6 H 1.06431 0.21655 -1.39233  0.0898
7 H -0.73928 0.43839 -1.35830  0.1375
8 H 0.48073 1.55114 -0.33588  0.1399

***

B | The following is a DFT calculation (the ωB97M-V functional and the def2-TZVPD basis) of a 2-piece molecular cluster, C2H3NOS overall.

Kohn-Sham gap in eV: 8.4654
Highest occupied orbital energy in Eh: -0.3330
SMILES string: N=C=O.C=S
LUMO level in Ha: -0.0219

Each line ends with the Löwdin charge.
Atoms and positions in Å:
1 C 2.09101 -0.18036 -0.38428  -0.4357
2 C -1.86378 0.56068 0.10731  -0.6260
3 N 1.77322 -1.02492 0.40323  0.2043
4 O 2.52804 0.45549 -1.23372  0.1667
5 S -2.25227 -0.52126 -1.02086  0.5778
6 H -1.39819 1.54483 -0.27497  0.0258
7 H -2.08624 0.33906 1.21335  0.0249
8 H 1.20821 -1.17351 1.18995  0.0621

***

C | The following is a DFT calculation (the ωB97M-V functional and the def2-TZVPD basis) of a 2-piece molecular cluster, C2H3NOS overall.

Kohn-Sham gap (alpha / beta) in eV: 8.5637 / 6.5537
Highest occupied orbital energy (alpha / beta) in Eh: -0.3526 / -0.3205
LUMO level (alpha / beta) in Ha: -0.0379 / -0.0797

Each line ends with the Löwdin charge.
Atoms and positions in Å:
1 C 0.78295 1.00298 0.08577  -0.3060
2 C 0.70078 -0.37646 0.21303  -0.2447
3 N 0.91484 2.14637 -0.02414  0.1752
4 O 0.93957 -1.23089 -0.76284  0.0558
5 S -2.21799 0.22681 -0.12606  0.3692
6 H 0.54255 -0.83117 1.18443  0.1228
7 H 1.03322 -0.79606 -1.62436  0.1367
8 H -2.69592 -0.14159 1.05417  -0.3090

***

Which is most stable? The ranking, best first, is B, C, A.

***

A | The following is a DFT calculation (the ωB97M-V functional and the def2-TZVPD basis) of a 2-piece molecular cluster, C3H6N2O overall.

Kohn-Sham gap in eV: 10.0655
Highest occupied orbital energy in Eh: -0.3408
LUMO level in Ha: 0.0291

Each line ends with the Löwdin charge.
Atoms and positions in Å:
1 C -0.11957 1.43728 -0.84547  -0.1244
2 C 0.98800 -0.61630 -0.16348  -0.4060
3 C -0.71845 -1.13581 1.29780  0.0083
4 O 0.65065 0.76050 0.12285  -0.2008
5 N 2.03649 -1.17938 0.27661  0.0810
6 N -1.87075 -1.20829 1.28802  0.1291
7 H 2.22395 -0.97441 1.25602  0.0517
8 H -2.86545 -1.05086 1.21243  0.0941
9 H 0.65036 -0.91202 -1.16296  0.1174
10 H 0.34647 1.35932 -1.83286  0.0848
11 H -1.13858 1.03594 -0.90726  0.0755
12 H -0.18312 2.48403 -0.54170  0.0893

***

B | The following is a DFT calculation (the ωB97M-V functional and the def2-TZVPD basis) of one molecule with the formula C3H6N2O.

Kohn-Sham gap in eV: 10.6920
Highest occupied orbital energy in Eh: -0.3603
SMILES string: O=C1NCCN1
LUMO level in Ha: 0.0327

Each line ends with the Löwdin charge.
Atoms and positions in Å:
1 O 0.43474 2.20901 -1.27981  0.0585
2 C 0.23637 1.17968 -0.67224  -0.5591
3 N -0.69678 0.20766 -0.98799  0.0656
4 C -0.45202 -1.01001 -0.23826  -0.1723
5 C 0.24730 -0.44584 1.00214  -0.1820
6 N 0.90811 0.74101 0.48470  0.0610
7 H -1.01965 0.18007 -1.94335  0.1411
8 H 0.20801 -1.69584 -0.78518  0.1164
9 H -1.37571 -1.52833 0.03150  0.1131
10 H -0.48544 -0.15603 1.75856  0.1146
11 H 0.96943 -1.13583 1.44688  0.1134
12 H 1.02564 1.45446 1.18303  0.1296

***

Which is most stable? The ranking, best first, is B, A.

***

A | The following is a DFT calculation (the ωB97M-V functional and the def2-TZVPD basis) of one molecule with the formula C3H6N2O.

Kohn-Sham gap (alpha / beta) in eV: 9.7641 / 7.6383
Highest occupied orbital energy (alpha / beta) in Eh: -0.3216 / -0.2815
LUMO level (alpha / beta) in Ha: 0.0372 / -0.0008

Each line ends with the Löwdin charge.
Atoms and positions in Å:
1 C -1.62402 0.14140 0.04075  -0.2215
2 C -1.27067 1.40552 0.01492  0.1185
3 C -0.80625 -1.15384 -0.21854  -0.1913
4 N 1.15886 0.12145 -0.55210  -0.0822
5 N 2.22282 0.45524 0.12436  -0.0122
6 O 0.51611 -0.86694 0.24085  -0.2081
7 H -2.58590 -0.09577 0.26829  0.0391
8 H -0.26176 1.86313 -0.11364  0.0306
9 H -1.19935 -1.95105 0.50551  0.1409
10 H -0.79168 -1.31619 -1.37186  0.1435
11 H 2.17084 0.18052 1.21900  0.1767
12 H 3.09283 0.49235 -0.32807  0.0660

***

B | The following is a DFT calculation (the ωB97M-V functional and the def2-TZVPD basis) of one molecule with the formula C3H6N2O.

Kohn-Sham gap in eV: 10.6549
Highest occupied orbital energy in Eh: -0.3627
SMILES string: [H]/N=C/N(C)C=O
LUMO level in Ha: 0.0288

Each line ends with the Löwdin charge.
Atoms and positions in Å:
1 C -1.42008 -0.35988 -0.04900  -0.0348
2 N 0.03064 -0.30296 0.04880  -0.1392
3 C 0.58027 0.84123 0.66406  -0.2654
4 N 1.21968 1.70349 -0.00866  0.1358
5 C 0.79864 -1.13986 -0.72686  -0.3134
6 O 0.35540 -2.05586 -1.38611  0.0272
7 H -1.67982 -1.29195 -0.55101  0.0856
8 H -1.78502 0.48454 -0.64647  0.0966
9 H -1.88476 -0.32973 0.94193  0.0893
10 H 0.38878 0.91000 1.74634  0.1296
11 H 1.52125 2.45613 0.61240  0.0535
12 H 1.87502 -0.91515 -0.64543  0.1353

***

Which is most stable? The ranking, best first, is B, A.

***

A | The following is a DFT calculation (the ωB97M-V functional and the def2-TZVPD basis) of one molecule with the formula C3H6N2O.

Kohn-Sham gap in eV: 9.5710
Highest occupied orbital energy in Eh: -0.3236
SMILES string: C=CNC(N)=O
LUMO level in Ha: 0.0281

Each line ends with the Löwdin charge.
Atoms and positions in Å:
1 C 0.54374 0.81414 -0.25823  -0.6437
2 C -0.46724 -1.41813 -0.03689  -0.1962
3 C -1.45875 -2.11250 0.57401  -0.0580
4 H 1.35008 2.62113 -0.04619  0.1151
5 H 0.14659 2.30255 1.18655  0.0796
6 H -0.86705 0.22062 1.12571  0.1215
7 H 0.33430 -1.92047 -0.70684  0.1453
8 H -2.25750 -1.59607 1.28805  0.0854
9 H -1.37217 -3.29679 0.68452  0.0831
10 N 0.71421 1.98885 0.44176  0.1547
11 N -0.46168 -0.00789 0.22971  0.0425
12 O 1.14894 0.51265 -1.23817  0.0706

***

B | The following is a DFT calculation (the ωB97M-V functional and the def2-TZVPD basis) of a 2-piece molecular cluster, C3H6N2O overall.

Kohn-Sham gap in eV: 9.2404
Highest occupied orbital energy in Eh: -0.3327
SMILES string: c1c[nH]cn1.O
LUMO level in Ha: 0.0069

Each line ends with the Löwdin charge.
Atoms and positions in Å:
1 C -1.67741 -0.00746 -0.48000  -0.1008
2 C -1.70331 -1.37765 -0.74638  -0.1760
3 N -0.51117 -1.97123 -0.42775  0.0404
4 C 0.22599 -1.00961 0.10433  -0.2080
5 N -0.40487 0.18274 -0.00708  0.0117
6 H -2.43546 0.75209 -0.49781  0.1005
7 H -2.66928 -1.86705 -0.69487  0.0927
8 H 1.29393 -1.03081 0.23311  0.1112
9 H 0.01528 1.09132 -0.04567  0.1310
10 H 3.36260 2.28726 0.56473  0.0330
11 H 2.01803 2.74860 0.91142  0.0194
12 O 2.93439 2.88763 1.18555  -0.0551

***

Which is most stable? The ranking, best first, is A, B.

***

A | The following is a DFT calculation (the ωB97M-V functional and the def2-TZVPD basis) of one molecule with the formula C3H6N2O.

Kohn-Sham gap in eV: 9.9888
Highest occupied orbital energy in Eh: -0.3356
SMILES string: O=C1CCNN1
LUMO level in Ha: 0.0315

Each line ends with the Löwdin charge.
Atoms and positions in Å:
1 C 0.55225 -0.32730 -0.63545  -0.4921
2 C -0.93113 0.00004 -0.88947  -0.1003
3 C -1.27370 0.60996 0.37043  -0.2159
4 H -1.49485 -0.83680 -1.13334  0.0927
5 H -1.13795 0.73381 -1.69018  0.1403
6 H -1.21625 1.68840 0.56419  0.1175
7 H -2.36050 0.26843 0.54981  0.1366
8 H -0.49192 -0.60532 2.01901  0.1311
9 H 1.65254 0.09929 1.11101  0.2021
10 N -0.30868 0.34873 1.56234  -0.0192
11 N 0.68030 -0.08667 0.66737  -0.0464
12 O 1.54538 -0.60980 -1.26270  0.0535

***

B | The following is a DFT calculation (the ωB97M-V functional and the def2-TZVPD basis) of C3H6N2O as an isolated structure.

Kohn-Sham gap in eV: 10.1100
Highest occupied orbital energy in Eh: -0.3364
LUMO level in Ha: 0.0352

Each line ends with the Löwdin charge.
Atoms and positions in Å:
1 N -1.54301 -0.67275 -0.46131  0.1620
2 C -0.26707 -1.13432 -0.38597  -0.5197
3 O 0.16897 -2.09059 -0.99932  0.0501
4 C 0.65896 -0.26985 0.46509  -0.3265
5 C 0.88931 1.04270 -0.12726  -0.0769
6 N 0.05019 0.74890 1.26743  0.0267
7 H -2.22438 -1.24837 -0.93217  0.1121
8 H -1.84094 -0.01561 0.24705  0.0913
9 H 1.53945 -0.82649 0.79665  0.1457
10 H 0.29672 1.33616 -0.98234  0.1156
11 H 1.91090 1.41293 -0.03577  0.1186
12 H 0.42274 1.75065 1.00451  0.1010

***

Which is most stable? The ranking, best first, is A, B.